Entry from OMol25: a gas-phase ion, C13H20N3O7 (charge -1) at a distorted geometry (ωB97M-V/def2-TZVPD).

```
43
Properties=species:S:1:pos:R:3
C -3.48563 1.53650 3.14907
N -2.24532 0.80089 3.12392
C -1.57226 0.52413 1.98756
O -1.91101 1.05314 0.92714
C -0.32631 -0.43548 2.08262
C -0.79750 -1.83961 2.46745
C -1.88386 -2.45601 1.61688
C -1.46736 -2.72679 0.14711
O -2.29413 -2.51648 -0.77206
O -0.28417 -3.11153 -0.03989
N 0.45147 -0.52006 0.85038
C 1.20081 0.48935 0.37504
O 1.35206 1.48326 1.09883
C 1.85725 0.45905 -1.03579
C 0.82441 0.47606 -2.23477
C -0.19645 -0.64487 -2.15671
C -1.19841 -0.68985 -3.31007
O -1.06948 -0.05456 -4.37824
O -2.26492 -1.49681 -3.13671
N 2.82256 1.54580 -1.17867
C 3.86319 1.52909 -2.00799
C 4.72013 2.75103 -2.11801
O 4.08619 0.54773 -2.69175
H -3.76202 1.77638 4.19193
H -3.43191 2.46257 2.51745
H -4.24702 0.88333 2.73004
H -1.96536 0.31970 3.96972
H 0.26149 -0.03120 2.86412
H -1.13391 -1.78697 3.49145
H -0.00024 -2.50993 2.49259
H -2.71066 -1.82321 1.58749
H -2.20010 -3.37072 2.15239
H 0.32060 -1.39162 0.34078
H 2.46531 -0.43467 -1.07128
H 1.33119 0.46398 -3.18972
H 0.27246 1.46376 -2.19158
H -0.81589 -0.56120 -1.28231
H 0.32487 -1.61624 -2.11764
H -2.26916 -1.94150 -2.22083
H 2.61913 2.35487 -0.58923
H 4.17456 3.64104 -1.75966
H 5.58947 2.59847 -1.50819
H 4.99592 2.79918 -3.17286
```

## Properties
spin multiplicity	1
gap between HOMO and LUMO	8.70	eV
SMILES	CNC(=O)[C@@H](CCC(=O)[O-])NC(=O)[C@@H](CCC(=O)O)NC(C)=O
total charge	-1
energy relative to the best compared isomer or geometry (same formula, charge and spin)	5.53	kcal/mol